This record from the OMol25 dataset describes a 8-piece molecular cluster, C16H48O8 overall. The level of theory is the ωB97M-V functional and the def2-TZVPD basis.

Bonds (Å) are listed after each position.
Atoms and positions in Å:
1 C -2.575 3.954 -1.253  C2 1.561, H4 1.176, H5 1.194, H6 1.082
2 C -2.552 2.427 -1.576  C1 1.561, O3 1.346, H7 1.221, H8 1.046
3 O -3.507 2.161 -2.486  C2 1.346, H9 1.097
4 H -1.754 4.192 -0.444  C1 1.176
5 H -3.658 4.348 -0.942  C1 1.194
6 H -2.333 4.600 -2.086  C1 1.082
7 H -2.801 1.939 -0.485  C2 1.221
8 H -1.563 2.101 -1.682  C2 1.046
9 H -3.392 1.224 -3.045  O3 1.097
10 C 0.927 -3.050 2.577  C11 1.512, H13 1.148, H14 1.179, H15 1.137
11 C 1.014 -2.185 3.815  C10 1.512, O12 1.453, H16 1.079, H17 1.057
12 O -0.179 -2.387 4.620  C11 1.453, H18 0.878
13 H 1.093 -4.174 2.745  C10 1.148
14 H 1.854 -2.673 1.954  C10 1.179
15 H -0.042 -2.791 2.042  C10 1.137
16 H 0.911 -1.127 3.630  C11 1.079
17 H 1.862 -2.490 4.366  C11 1.057
18 H 0.003 -3.052 5.163  O12 0.878
19 C 3.356 0.097 -3.300  C20 1.492, H22 1.204, H23 1.100, H24 1.181
20 C 3.641 1.558 -3.203  C19 1.492, O21 1.461, H25 1.053, H26 1.046
21 O 2.944 2.160 -2.069  C20 1.461, H27 1.052
22 H 4.129 -0.268 -4.148  C19 1.204
23 H 2.341 -0.172 -3.625  C19 1.100
24 H 3.495 -0.386 -2.231  C19 1.181
25 H 3.463 2.135 -4.066  C20 1.053
26 H 4.672 1.730 -3.171  C20 1.046
27 H 3.524 2.880 -1.565  O21 1.052
28 C 4.425 0.958 1.651  C29 1.543, H31 1.080, H32 0.952, H33 0.986
29 C 3.687 0.373 2.873  C28 1.543, O30 1.447, H34 1.018, H35 1.065
30 O 4.138 -0.911 3.367  C29 1.447, H36 1.117
31 H 4.036 1.888 1.263  C28 1.080
32 H 4.392 0.451 0.845  C28 0.952
33 H 5.342 1.244 1.873  C28 0.986
34 H 2.724 0.054 2.792  C29 1.018
35 H 3.764 1.161 3.585  C29 1.065
36 H 4.020 -0.601 4.434  O30 1.117
37 C -2.899 3.993 2.593  C38 1.564, H40 1.167, H41 1.116, H42 0.917
38 C -2.360 2.541 2.810  C37 1.564, O39 1.383, H43 1.199, H44 1.138
39 O -2.095 2.238 4.133  C38 1.383, H45 0.935
40 H -3.367 4.154 1.536  C37 1.167
41 H -2.155 4.780 2.861  C37 1.116
42 H -3.521 4.366 3.153  C37 0.917
43 H -1.303 2.715 2.271  C38 1.199
44 H -2.948 1.747 2.245  C38 1.138
45 H -2.084 1.305 4.190  O39 0.935
46 C -0.610 -2.672 -4.759  C47 1.462, H49 1.082, H50 1.068, H51 1.056
47 C 0.207 -1.878 -3.844  C46 1.462, O48 1.397, H52 1.021, H53 0.996
48 O -0.547 -1.500 -2.731  C47 1.397, H54 0.897
49 H -0.034 -2.868 -5.653  C46 1.082
50 H -1.271 -2.041 -5.313  C46 1.068
51 H -1.113 -3.600 -4.747  C46 1.056
52 H 0.529 -1.028 -4.308  C47 1.021
53 H 1.050 -2.371 -3.645  C47 0.996
54 H 0.082 -0.992 -2.342  O48 0.897
55 C -0.274 -0.189 0.827  C56 1.591, H58 0.970, H59 1.022, H60 0.961
56 C 1.061 0.305 0.117  C55 1.591, O57 1.453, H61 1.114, H62 0.980
57 O 0.822 0.507 -1.301  C56 1.453, H63 0.996
58 H 0.034 -0.382 1.727  C55 0.970
59 H -0.680 -1.056 0.469  C55 1.022
60 H -0.968 0.470 0.907  C55 0.961
61 H 1.819 -0.506 0.211  C56 1.114
62 H 1.532 0.913 0.726  C56 0.980
63 H 1.515 1.206 -1.450  O57 0.996
64 C -3.231 -2.600 0.563  C65 1.599, H67 1.064, H68 1.141, H69 1.048
65 C -3.496 -3.407 -0.792  C64 1.599, O66 1.432, H70 1.036, H71 1.198
66 O -4.785 -3.087 -1.327  C65 1.432, H72 0.890
67 H -2.275 -2.910 0.913  C64 1.064
68 H -3.943 -2.773 1.437  C64 1.141
69 H -3.271 -1.565 0.404  C64 1.048
70 H -3.481 -4.429 -0.626  C65 1.036
71 H -2.570 -3.080 -1.478  C65 1.198
72 H -4.770 -3.674 -1.997  O66 0.890

Output
**LUMO energy**: 0.2 eV
**Energy relative to the best compared isomer or geometry (same formula, charge and spin)**: 11.763 eV

Okay, here come the Löwdin numbers, in e, for every atom: -0.113 -0.407 -0.105 0.094 0.106 0.040 0.131 0.068 0.200 -0.088 -0.305 -0.046 0.097 0.103 0.069 0.090 0.093 -0.007 -0.084 -0.313 -0.138 0.132 0.039 0.120 0.095 0.087 0.164 -0.033 -0.281 -0.138 0.084 -0.004 0.032 0.049 0.102 0.191 -0.073 -0.329 -0.051 0.100 0.094 -0.052 0.128 0.120 0.061 -0.078 -0.336 -0.013 0.075 0.070 0.068 0.084 0.080 -0.022 0.000 -0.200 -0.100 -0.004 0.041 -0.004 0.114 0.042 0.057 -0.070 -0.262 -0.043 0.030 0.094 0.035 0.073 0.141 0.005